Here is a cluster of 2 separate species, C2H8S in total from the OMol25 dataset. Energies are from the ωB97M-V functional and the def2-TZVPD basis.

Summary:
- Spin multiplicity: 1
- E_HOMO: -0.361 Ha
- Max |F|: 0.7 eV/Å
- Net charge: 0
- SMILES: CC.S
- Gap between HOMO and LUMO: 10.706 eV

Geometry (Å):
S: 2.13 3.16 -0.21
H: 2.38 2.58 0.97
H: 3.32 3.77 -0.25
C: -0.76 -1.88 -0.31
C: -1.20 -0.48 0.19
H: -1.57 -2.61 -0.27
H: 0.03 -2.29 0.30
H: -0.38 -1.82 -1.33
H: -0.44 -0.04 0.83
H: -1.36 0.18 -0.66
H: -2.14 -0.55 0.73

=====

Here is an isolated molecule of C8H16Si in a non-equilibrium geometry from the OMol25 dataset. Energies are from the ωB97M-V functional and the def2-TZVPD basis.

Summary:
- Spin multiplicity: 1
- E_HOMO: -0.315 Ha
- Max |F|: 4.3 eV/Å
- Net charge: 0
- Gap between HOMO and LUMO: 9.476 eV

Geometry (Å):
C: -1.50 0.68 0.03
C: -1.30 -0.62 0.04
C: 0.48 1.72 0.04
C: 0.06 -1.24 0.07
C: -2.67 1.57 0.01
C: -2.48 -1.57 0.00
C: 2.44 -0.10 -1.60
C: 2.58 -0.10 1.52
Si: 1.43 0.11 0.01
H: 0.38 2.32 -0.85
H: 0.39 2.29 0.95
H: 0.14 -1.84 0.98
H: 0.15 -1.94 -0.76
H: -3.24 1.47 0.94
H: -3.33 1.31 -0.82
H: -2.37 2.60 -0.11
H: -2.17 -2.58 0.26
H: -2.91 -1.59 -1.01
H: -3.26 -1.25 0.69
H: 3.28 0.59 -1.63
H: 2.83 -1.10 -1.69
H: 1.82 0.10 -2.47
H: 3.48 0.50 1.41
H: 2.08 0.21 2.43
H: 2.88 -1.14 1.65

=====

Here is the ion C7H18OP with charge +1 in a non-equilibrium geometry from the OMol25 dataset. Energies are from the ωB97M-V functional and the def2-TZVPD basis.

Summary:
- Spin multiplicity: 1
- E_HOMO: -0.516 Ha
- Max |F|: 4.9 eV/Å
- Net charge: +1
- Gap between HOMO and LUMO: 11.487 eV

Geometry (Å):
C: -3.46 -0.18 0.31
C: -0.56 -1.89 -0.51
C: 1.81 0.21 -1.80
C: 2.53 -0.88 0.95
C: 1.19 1.84 0.75
C: -2.29 0.74 0.52
C: -0.38 -0.64 0.14
O: -1.11 0.52 -0.34
P: 1.42 0.14 0.00
H: -3.27 -1.12 0.74
H: -4.32 0.20 0.97
H: -3.92 -0.43 -0.62
H: -0.59 -1.76 -1.60
H: 0.40 -2.47 -0.44
H: -1.53 -2.50 -0.15
H: 2.94 0.19 -1.93
H: 1.45 1.23 -2.10
H: 1.26 -0.68 -2.13
H: 2.07 -1.29 1.80
H: 3.46 -0.38 1.17
H: 2.73 -1.86 0.51
H: 1.73 1.74 1.72
H: 0.11 1.97 0.78
H: 1.39 2.57 0.04
H: -2.08 0.84 1.56
H: -2.70 1.74 0.14
H: -0.53 -0.71 1.16

=====

Here is a structure of composition C30H43F5OP2Sc in a non-equilibrium geometry from the OMol25 dataset. Energies are from the ωB97M-V functional and the def2-TZVPD basis.

Summary:
- Spin multiplicity: 1
- E_HOMO (alpha / beta): -0.276 / -0.276 Ha
- Max |F|: 3.8 eV/Å
- Net charge: +1
- Gap between HOMO and LUMO (alpha / beta): 2.444 / 2.388 eV

Geometry (Å):
Sc: -0.12 1.73 -1.33
C: 0.72 1.19 2.32
C: 1.73 1.62 1.42
C: -0.27 2.62 0.83
C: -0.51 1.78 1.96
C: 1.12 2.54 0.50
C: 0.92 0.30 3.50
H: 1.90 -0.17 3.47
H: 0.14 -0.47 3.53
H: 0.85 0.87 4.44
C: -1.77 1.65 2.72
H: -2.06 0.60 2.85
H: -2.59 2.19 2.23
H: -1.67 2.10 3.72
C: -1.18 3.62 0.19
H: -0.75 4.63 0.34
H: -2.16 3.61 0.67
H: -1.36 3.52 -0.91
C: 1.78 3.27 -0.61
H: 1.74 4.36 -0.44
H: 1.27 3.14 -1.63
H: 2.84 3.01 -0.76
C: 3.16 1.25 1.36
H: 3.80 2.13 1.50
H: 3.40 0.83 0.37
H: 3.43 0.50 2.12
C: -0.21 -2.79 1.01
C: 0.81 -3.03 1.84
C: 2.25 -2.86 1.50
C: 2.67 -3.34 0.07
C: 2.86 -2.29 -0.97
C: 2.19 -1.14 -1.01
C: 0.90 -0.95 -0.28
C: -0.08 -2.15 -0.33
H: 2.83 -3.44 2.23
H: 1.98 -4.12 -0.28
H: 2.57 -1.81 1.67
H: 0.19 -2.88 -1.12
H: -1.23 -3.04 1.28
H: 0.57 -3.38 2.86
H: -1.06 -1.74 -0.63
H: 1.09 -0.66 0.77
H: 2.57 -0.28 -1.59
H: 0.31 -0.09 -0.72
H: 3.64 -3.86 0.19
H: 3.61 -2.54 -1.74
P: -0.44 0.00 -3.27
P: -0.23 3.05 -3.42
C: -0.42 0.80 -4.98
C: -0.97 2.22 -4.92
H: -1.03 0.17 -5.63
H: 0.62 0.77 -5.34
H: -0.63 2.84 -5.76
H: -2.07 2.28 -4.86
C: -0.76 4.76 -3.66
H: -0.28 5.40 -2.91
H: -1.85 4.82 -3.60
H: -0.40 5.04 -4.67
C: 1.47 3.22 -4.13
H: 1.31 3.49 -5.18
H: 2.05 2.29 -4.08
H: 2.00 4.02 -3.60
C: -2.10 -0.80 -3.37
H: -2.22 -1.50 -2.53
H: -2.16 -1.36 -4.31
H: -2.92 -0.07 -3.34
C: 0.47 -1.49 -3.84
H: 1.26 -1.20 -4.56
H: -0.23 -2.17 -4.35
H: 0.93 -2.01 -3.00
F: -3.81 -5.27 6.75
C: -3.36 -4.33 5.90
C: -2.63 -3.24 6.38
F: -2.41 -3.13 7.71
C: -2.13 -2.30 5.52
F: -1.41 -1.26 5.97
C: -2.31 -2.41 4.09
O: -1.75 -1.62 3.28
C: -3.13 -3.51 3.66
F: -3.39 -3.63 2.33
C: -3.61 -4.45 4.53
F: -4.31 -5.51 4.07